# 1
ORCA calculation (the ωB97M-V functional and the def2-TZVPD basis) on a 8-piece molecular cluster, C30H45Cl2FN7O17PS overall at a distorted geometry.

The HOMO energy is -8.076 eV. Its HOMO-LUMO gap is 6.9 eV. As for the SMILES: CC[C@H](Cl)c1cc(F)c2c(c1)C(=O)c1c(cc([C@@H](Cl)CC)c(C[C@H](C)O)c1[PH2]=S)C2=O.C[N+](=O)[O-].C[N+](=O)[O-].C[N+](=O)[O-].C[N+](=O)[O-].C[N+](=O)[O-].C[N+](=O)[O-].C[N+](=O)[O-].

Last column: Löwdin charge in e.
Element x y z (Å)
C (-6.15242, 2.37497, 0.90744)  -0.121
C (-4.90619, 1.82527, 1.75464)  -0.268
C (-5.29616, 0.58531, 2.74502)  -0.580
Cl (-5.20906, 1.24308, 4.47677)  0.550
C (-4.20709, -0.55326, 2.45554)  -0.164
C (-4.53307, -1.99471, 1.97800)  0.068
C (-3.42877, -3.07043, 1.66121)  -0.093
F (-3.79933, -4.36017, 1.22267)  0.006
C (-1.95396, -2.65670, 1.83889)  0.021
C (-1.65230, -1.22048, 2.35978)  -0.026
C (-2.71195, -0.15072, 2.67983)  0.042
C (-0.09590, -0.84489, 2.56876)  -0.284
O (0.30085, -0.23378, 3.58526)  0.017
C (0.86983, -1.37066, 1.38727)  -0.025
C (0.56709, -2.82757, 0.86316)  -0.020
C (1.47051, -3.42786, -0.23393)  0.049
C (2.63284, -2.53605, -0.80689)  -0.134
C (3.53474, -3.22977, -1.94415)  -0.581
Cl (4.12559, -4.84999, -1.22782)  0.541
C (2.62696, -3.59166, -3.23238)  -0.257
C (1.80117, -2.30466, -3.79042)  -0.089
C (2.91777, -1.08218, -0.33565)  -0.087
C (4.06609, -0.16116, -0.94873)  -0.117
C (5.18845, 0.30761, 0.09608)  -0.364
C (5.40697, 1.92475, 0.06088)  -0.081
O (6.45765, -0.25161, -0.40586)  -0.116
C (2.02947, -0.48645, 0.80339)  -0.231
P (2.20310, 1.25489, 1.53000)  0.439
S (3.32491, 1.10881, 3.13412)  0.156
C (-0.68771, -3.60786, 1.51824)  -0.241
O (-0.65722, -4.82927, 1.78380)  0.069
H (-5.84582, 3.41823, 0.51358)  0.081
H (-6.40533, 1.75233, -0.01731)  0.068
H (-7.03786, 2.53894, 1.60770)  0.081
H (-4.11148, 1.45435, 1.00061)  0.115
H (-4.39816, 2.67825, 2.32915)  0.069
H (-6.36111, 0.27631, 2.44716)  0.077
H (-5.64590, -2.25907, 1.83894)  0.108
H (-2.35687, 0.87212, 3.02310)  0.117
H (1.30959, -4.49861, -0.62351)  0.112
H (4.48175, -2.65321, -2.19937)  0.099
H (1.88476, -4.39633, -2.86694)  0.095
H (3.31958, -4.01769, -4.03444)  0.085
H (0.67726, -2.45044, -3.58860)  0.083
H (2.12422, -1.37364, -3.21380)  0.071
H (2.04308, -2.22408, -4.90939)  0.058
H (3.53449, 0.77472, -1.37645)  0.113
H (4.60111, -0.62823, -1.86035)  0.119
H (5.02872, -0.06609, 1.16553)  0.103
H (6.32479, 2.16049, -0.60065)  0.083
H (5.53867, 2.34679, 1.12995)  0.076
H (4.52565, 2.47779, -0.41713)  0.046
H (7.15899, -0.15201, 0.27089)  0.096
H (0.87603, 1.61432, 1.99517)  -0.008
H (2.71029, 2.22072, 0.60568)  -0.015
C (6.72768, 2.42347, -4.05896)  0.042
N (5.28626, 2.68164, -4.31299)  -0.442
O (4.95838, 2.95631, -5.45456)  0.071
O (4.53497, 2.59879, -3.35468)  0.043
H (7.27342, 2.53129, -4.99448)  0.095
H (7.06827, 3.15483, -3.32689)  0.099
H (6.81689, 1.40770, -3.67472)  0.101
C (3.58300, -3.97160, -7.14897)  0.017
N (4.52923, -2.85309, -6.89298)  -0.429
O (5.28697, -2.54071, -7.79620)  0.072
O (4.47709, -2.32695, -5.79094)  0.038
H (3.74067, -4.33992, -8.16020)  0.080
H (3.79177, -4.75139, -6.41669)  0.106
H (2.57708, -3.58127, -7.03415)  0.079
C (1.63046, 5.17734, 5.38437)  0.042
N (1.86995, 4.59450, 4.03860)  -0.442
O (3.02672, 4.47996, 3.67446)  0.034
O (0.88292, 4.27114, 3.39346)  0.025
H (2.59023, 5.41556, 5.83905)  0.096
H (1.03258, 6.07805, 5.25065)  0.100
H (1.09756, 4.43283, 5.97493)  0.081
C (0.41738, -6.58163, -9.23628)  0.051
N (1.36042, -5.46115, -8.98327)  -0.415
O (2.11548, -5.14829, -9.88802)  0.083
O (1.30915, -4.93390, -7.88181)  0.026
H (0.57469, -6.95071, -10.24808)  0.098
H (0.62846, -7.36029, -8.50421)  0.104
H (-0.59346, -6.19261, -9.12003)  0.104
C (-9.63682, -1.55369, 1.09408)  0.047
N (-8.69399, -0.43044, 1.33633)  -0.432
O (-7.94625, -0.11779, 0.42329)  0.055
O (-8.73733, 0.09842, 2.43546)  0.059
H (-9.48727, -1.92497, 0.08189)  0.097
H (-9.41788, -2.33008, 1.82630)  0.103
H (-10.64754, -1.16669, 1.21789)  0.103
C (-3.01228, 2.61145, 7.23610)  0.037
N (-2.06223, 3.72833, 7.49020)  -0.429
O (-1.30756, 4.04809, 6.58229)  0.034
O (-2.10515, 4.24503, 8.59297)  0.075
H (-2.86482, 2.24528, 6.22149)  0.069
H (-2.79755, 1.82894, 7.96283)  0.106
H (-4.02139, 3.00261, 7.36195)  0.102
C (-3.01804, 5.49927, 4.49260)  0.035
N (-3.97549, 5.87295, 3.41843)  -0.433
O (-4.30799, 4.99982, 2.63316)  0.049
O (-4.35925, 7.02977, 3.40134)  0.069
H (-2.76190, 4.44677, 4.38851)  0.083
H (-2.13380, 6.12414, 4.37460)  0.104
H (-3.50898, 5.68417, 5.44741)  0.101

# 2
ORCA calculation (the ωB97M-V functional and the def2-TZVPD basis) on a 16-piece molecular cluster, C30H45ClN14O6 overall at a distorted geometry.

The HOMO energy is -4.584 eV. Its charge is -2. Its HOMO-LUMO gap is 8.1 eV.

Last column: Löwdin charge in e.
Element x y z (Å)
Cl (-0.57137, 1.16459, 0.51431)  0.645
O (0.71759, 1.79826, 0.63973)  -0.399
O (-0.97855, 0.81635, 1.88244)  -0.376
O (-1.38121, 2.21281, -0.02872)  -0.359
O (-0.46744, -0.03297, -0.26841)  -0.335
C (-1.16598, -6.06009, -0.19493)  -0.027
C (-1.49058, -4.58335, -0.39197)  -0.775
O (-2.13904, -3.91339, 0.41076)  -0.052
O (-0.96091, -4.11914, -1.41942)  -0.104
H (-0.16241, -6.21104, 0.25894)  0.081
H (-1.06697, -6.46950, -1.17159)  0.048
H (-1.94500, -6.45282, 0.42198)  0.054
C (6.01665, -3.83113, 2.29415)  -0.096
C (6.55378, -4.83629, 3.21015)  -0.285
N (7.19590, -5.67254, 3.72826)  0.092
H (6.11022, -2.87951, 2.79917)  0.068
H (4.89469, -3.97004, 2.26284)  0.060
H (6.55307, -3.75182, 1.34077)  0.085
C (4.01256, 0.46259, 0.09977)  -0.073
C (5.31035, 1.08868, 0.37272)  -0.270
N (6.33376, 1.58258, 0.58698)  0.111
H (3.26883, 1.02966, 0.67702)  0.072
H (4.03902, -0.60419, 0.42374)  0.045
H (3.80666, 0.52329, -0.95779)  0.077
C (1.75435, -2.96243, -2.17648)  -0.051
C (2.79994, -2.74811, -1.15914)  -0.249
N (3.70968, -2.57820, -0.47368)  0.121
H (1.90503, -2.09214, -2.79149)  0.066
H (0.76576, -3.17973, -1.67457)  0.062
H (1.90363, -3.88403, -2.75021)  0.085
C (-6.79471, 0.03455, -3.10797)  -0.067
C (-8.01511, 0.10274, -3.94809)  -0.286
N (-8.93143, 0.35154, -4.61427)  0.097
H (-6.99991, -0.20606, -2.05042)  0.083
H (-6.47296, 1.09542, -3.16548)  0.091
H (-6.06829, -0.58398, -3.61921)  0.055
C (-2.93196, -3.07169, -3.63577)  -0.059
C (-3.32285, -2.04545, -4.64890)  -0.269
N (-3.59476, -1.19923, -5.36162)  0.110
H (-3.88160, -3.49665, -3.27382)  0.084
H (-2.37025, -2.71103, -2.81116)  0.036
H (-2.37534, -3.93097, -4.01199)  0.080
C (-1.28361, 0.92575, -3.46996)  -0.047
C (0.19788, 1.02024, -3.70783)  -0.267
N (1.28965, 1.10017, -3.95436)  0.114
H (-1.86043, 0.92143, -4.39829)  0.070
H (-1.57298, 1.80611, -2.81338)  0.082
H (-1.48344, 0.06930, -2.91830)  0.018
C (8.21138, 4.18081, -0.37984)  -0.098
C (8.74549, 5.56676, -0.45348)  -0.303
N (9.07963, 6.64604, -0.63733)  0.100
H (7.32706, 4.22738, 0.32995)  0.083
H (8.91724, 3.38326, -0.11110)  0.074
H (7.82816, 4.03575, -1.41307)  0.084
C (0.25491, -2.70691, 2.20272)  -0.032
C (1.52747, -3.22167, 2.78038)  -0.230
N (2.50357, -3.61154, 3.23089)  0.116
H (0.36945, -2.32538, 1.25478)  0.040
H (-0.13351, -1.87158, 2.80162)  0.081
H (-0.50038, -3.42235, 2.18963)  0.037
C (2.11335, 4.02306, -1.05937)  -0.061
C (2.19257, 5.41437, -0.79551)  -0.289
N (2.03027, 6.55371, -0.70489)  0.117
H (1.72603, 3.94775, -2.02722)  0.071
H (1.49432, 3.51413, -0.34393)  0.044
H (3.02070, 3.47275, -1.00450)  0.072
C (-2.06327, 5.02784, -1.90661)  -0.070
C (-2.48947, 4.99750, -3.31251)  -0.278
N (-2.71859, 4.84710, -4.45823)  0.104
H (-1.76436, 4.01238, -1.58861)  0.056
H (-2.78644, 5.62705, -1.29517)  0.099
H (-1.14784, 5.59997, -1.83528)  0.065
C (-3.28771, -2.17938, 3.21722)  -0.058
C (-3.06792, -2.35310, 4.65058)  -0.297
N (-2.84017, -2.56854, 5.74594)  0.116
H (-4.28207, -1.91494, 2.97620)  0.065
H (-2.86967, -3.04906, 2.65862)  0.081
H (-2.65740, -1.34256, 2.83903)  0.075
C (-1.67049, 1.00841, 5.06411)  -0.060
C (-3.00655, 1.51323, 4.66961)  -0.282
N (-3.94946, 1.87392, 4.14257)  0.120
H (-0.96429, 1.16117, 4.26572)  0.043
H (-1.82244, -0.07890, 5.34949)  0.073
H (-1.34287, 1.42947, 5.98429)  0.060
C (-3.31579, -0.88774, -0.37004)  -0.088
C (-4.42265, -1.83160, -0.39852)  -0.312
N (-5.26907, -2.60618, -0.45722)  0.125
H (-3.38768, -0.09100, 0.36702)  0.069
H (-3.34498, -0.28050, -1.32651)  0.089
H (-2.37290, -1.49572, -0.22899)  0.079
C (0.27020, 3.98039, 2.69961)  -0.075
C (0.05674, 4.97610, 3.77601)  -0.280
N (0.07406, 5.67861, 4.67588)  0.102
H (-0.03256, 2.98900, 3.04661)  0.049
H (1.34045, 4.01616, 2.40271)  0.093
H (-0.42246, 4.10608, 1.83226)  0.085

# 3
ORCA calculation (the ωB97M-V functional and the def2-TZVPD basis) on C30H45FeNO2P2 as an isolated structure at a distorted geometry.

The HOMO energy (alpha / beta) is -6.379 / -6.379 eV. Its HOMO-LUMO gap (alpha / beta) is 5.7 / 5.0 eV. As for the spin multiplicity: 5. As for the expectation value of S²: 6.016.

Last column: Löwdin charge in e.
Element x y z (Å)
P (-2.35544, -2.62654, -0.55790)  0.738
P (0.98954, -3.91030, 0.55516)  0.921
C (-1.68412, -4.32640, -0.44319)  -0.374
C (-0.75752, -4.60350, 0.79267)  -0.397
H (-1.08482, -4.41250, -1.37849)  0.076
H (-2.54962, -5.02208, -0.46647)  0.096
H (-1.10502, -4.11344, 1.74604)  0.056
H (-0.64047, -5.69433, 0.96448)  0.085
C (1.75262, -5.59652, 0.31155)  -0.261
H (2.80220, -5.53122, -0.00295)  0.041
H (1.18511, -6.19153, -0.41398)  0.050
H (1.71576, -6.07402, 1.31324)  0.038
C (1.78343, -3.74650, 2.20073)  -0.252
H (1.94177, -4.77083, 2.56842)  0.031
H (1.10420, -3.18933, 2.85517)  0.034
H (2.75511, -3.23703, 2.12971)  0.055
C (-3.05365, -2.63640, -2.14832)  -0.233
H (-3.50891, -1.67895, -2.35531)  0.068
H (-3.81907, -3.42053, -2.08288)  0.069
H (-2.25106, -2.84715, -2.84167)  0.049
C (-3.83079, -2.56786, 0.52553)  -0.247
H (-3.59269, -2.28180, 1.56535)  -0.001
H (-4.18486, -3.61552, 0.47933)  0.062
H (-4.57056, -1.84842, 0.14174)  0.087
Fe (-1.52097, -2.11556, 1.23246)  0.562
C (2.94274, -3.04135, -0.98479)  -0.241
C (2.87257, -3.88485, -2.04422)  -0.185
C (1.74814, -3.95236, -3.01708)  -0.187
C (1.79107, -2.60764, -3.82779)  -0.178
C (0.72142, -1.57773, -3.54368)  -0.133
C (0.54693, -0.79537, -2.50742)  -0.113
C (1.04966, -1.23672, -1.16650)  -0.263
C (2.54083, -1.57581, -0.92245)  -0.180
C (-2.39632, -0.26526, 1.93705)  -0.169
H (3.58837, -3.39302, -0.16922)  0.089
H (3.75440, -4.41858, -2.44120)  0.121
H (0.80494, -4.03416, -2.45435)  0.079
H (1.79791, -4.78050, -3.75690)  0.113
H (2.83333, -2.21551, -3.73337)  0.122
H (1.66764, -2.89227, -4.90495)  0.107
H (0.03686, -1.50178, -4.41921)  0.105
H (-0.27910, -0.05191, -2.42858)  0.121
H (0.42306, -2.11503, -0.86680)  0.003
H (0.84949, -0.38049, -0.49087)  0.065
H (3.21804, -1.01660, -1.58097)  0.122
H (2.73917, -1.20739, 0.09996)  0.112
H (-1.70700, 0.17073, 2.71963)  0.017
H (-3.38399, -0.53126, 2.39680)  -0.012
H (-2.62114, 0.45157, 1.11804)  0.008
C (0.17008, 6.20948, 4.17940)  -0.067
C (-0.73596, 6.05598, 2.98362)  -0.244
C (-1.84128, 6.90137, 2.86159)  -0.075
C (-2.71714, 6.76810, 1.78809)  -0.100
C (-2.46373, 5.83089, 0.79065)  -0.027
C (-1.30885, 5.03391, 0.86333)  -0.207
N (-1.03909, 4.12599, -0.14238)  0.076
C (0.22102, 3.80534, -0.63353)  -0.225
C (1.21964, 4.76918, -0.90605)  -0.021
C (2.46774, 4.32230, -1.36045)  -0.101
C (2.70248, 2.94676, -1.51510)  -0.092
C (1.67807, 2.02849, -1.22108)  -0.031
C (0.42961, 2.42974, -0.77813)  -0.082
C (-0.71017, 1.54302, -0.29103)  -0.642
O (-1.80710, 1.72426, -0.89595)  -0.052
O (-0.46027, 0.76493, 0.66347)  -0.096
C (-0.48866, 5.06563, 2.02573)  -0.150
C (0.55879, 3.99908, 2.25713)  -0.019
H (0.12678, 5.34774, 4.86248)  0.078
H (1.22203, 6.32680, 3.88132)  0.085
H (-0.10762, 7.09414, 4.76482)  0.070
H (-2.01916, 7.65220, 3.62687)  0.098
H (-3.60116, 7.38676, 1.71776)  0.092
H (-3.11811, 5.67828, -0.06681)  0.109
H (-1.80146, 3.53676, -0.48116)  0.120
H (1.02884, 5.83225, -0.74337)  0.117
H (3.26760, 5.03273, -1.59042)  0.096
H (3.67809, 2.56889, -1.87957)  0.099
H (1.89311, 0.98708, -1.42277)  0.071
H (0.79635, 3.91183, 3.32729)  0.069
H (0.20235, 3.00896, 1.91319)  0.083
H (1.49801, 4.22263, 1.71951)  0.090